[1]
C37H40DyNOP3 | wB97M-V/def2-TZVPD

Output
- Kohn-Sham gap (spin up / spin down): 6.96 / 6.91 eV
- LUMO level (spin up / spin down): -3.03 / -3.02 eV

```
! RIJCOSX wB97M-V def2-TZVPD def2/J DEFGRID3
* xyz 1 6
C -1.105 -5.030 -0.355
C -1.003 -3.805 -1.008
C -2.102 -2.893 -0.932
C -3.318 -3.292 -0.269
C -3.355 -4.544 0.398
C -2.261 -5.390 0.364
C -4.394 -2.399 -0.282
C -4.375 -1.270 -1.105
C -3.130 -0.943 -1.751
C -3.073 0.165 -2.648
C -4.181 1.002 -2.742
C -5.361 0.757 -2.012
C -5.465 -0.369 -1.219
H -0.246 -5.701 -0.370
H -4.274 -4.798 0.931
H -2.285 -6.340 0.893
H -5.277 -2.612 0.324
H -4.107 1.900 -3.360
H -6.190 1.461 -2.078
H -6.366 -0.594 -0.636
N -1.979 -1.610 -1.398
Dy -0.409 -0.005 0.432
C 0.259 -3.380 -1.728
H 0.019 -2.852 -2.668
H 0.897 -4.241 -1.944
C -1.777 0.453 -3.354
H -1.347 -0.460 -3.790
H -1.905 1.226 -4.118
P 1.191 -2.126 -0.702
P -0.498 1.062 -2.147
C -1.107 2.785 -1.989
H -0.412 3.369 -1.376
H -1.187 3.225 -2.990
H -2.096 2.784 -1.514
C 0.914 1.211 -3.288
H 0.650 1.912 -4.089
H 1.792 1.581 -2.745
H 1.143 0.230 -3.726
C 1.806 -3.277 0.596
H 2.352 -4.137 0.190
H 2.461 -2.696 1.261
H 0.952 -3.631 1.186
C 2.680 -1.909 -1.728
H 3.342 -1.202 -1.212
H 3.221 -2.851 -1.886
H 2.415 -1.486 -2.705
H -2.394 0.049 0.506
H 0.096 -1.121 1.888
O 1.087 1.367 1.261
P 2.055 2.435 1.855
C 3.439 2.672 0.718
C 4.783 2.514 1.119
C 5.806 2.424 0.173
C 5.505 2.520 -1.188
C 4.188 2.767 -1.588
C 3.166 2.868 -0.646
C 1.086 3.925 2.134
C 0.523 4.589 1.030
C -0.541 5.470 1.214
C -0.991 5.778 2.502
C -0.350 5.218 3.610
C 0.683 4.295 3.432
C 2.783 2.028 3.450
C 3.580 2.955 4.155
C 4.126 2.621 5.398
C 3.882 1.358 5.940
C 3.100 0.435 5.240
C 2.552 0.764 3.999
H 5.035 2.435 2.175
H 6.837 2.262 0.490
H 6.287 2.396 -1.938
H 3.948 2.874 -2.646
H 2.146 3.068 -0.973
H 0.908 4.398 0.033
H -1.027 5.906 0.341
H -1.838 6.447 2.636
H -0.666 5.488 4.618
H 1.162 3.852 4.305
H 3.789 3.950 3.749
H 4.739 3.341 5.945
H 4.300 1.084 6.912
H 2.910 -0.552 5.657
H 1.936 0.047 3.448
*
```

From a Löwdin analysis of the wavefunction, the atomic charges in e read: -0.03 -0.23 -0.18 -0.14 -0.01 -0.06 0.07 -0.16 -0.23 -0.24 -0.02 -0.06 -0.01 0.12 0.12 0.11 0.14 0.12 0.11 0.12 0.05 0.86 -0.29 0.09 0.09 -0.28 0.09 0.09 0.77 0.77 -0.25 0.01 0.06 0.05 -0.26 0.06 0.01 0.04 -0.29 0.05 0.04 0.03 -0.28 0.04 0.05 0.03 -0.14 -0.17 -0.57 0.89 -0.25 -0.05 -0.06 -0.06 -0.07 -0.09 -0.26 -0.08 -0.06 -0.06 -0.06 -0.06 -0.31 -0.11 -0.06 -0.06 -0.06 -0.05 0.10 0.12 0.11 0.11 0.08 0.08 0.11 0.11 0.11 0.10 0.13 0.11 0.11 0.11 0.09

[2]
C4H4FNOS | wB97M-V/def2-TZVPD

Output
- Kohn-Sham gap: 7.76 eV
- LUMO level: -1.39 eV
- Energy above the lowest of the compared OMol25 structures with the same formula, charge and spin: 502.1 kJ/mol

```
! RIJCOSX wB97M-V def2-TZVPD def2/J DEFGRID3
* xyz 0 1
C 0.147 0.314 -1.130
C -1.085 -0.116 -0.530
C -1.405 -0.417 0.762
C -0.498 -0.009 1.963
H 3.584 -0.458 -1.106
H 0.115 0.757 -2.101
H -1.800 -0.301 -1.270
H 0.279 1.063 1.611
N 1.328 0.187 -0.549
O -0.574 -0.946 3.021
F -2.728 -0.835 0.832
S 2.638 0.760 -1.504
*
```

From a Löwdin analysis of the wavefunction, the atomic charges in e read: -0.28 -0.03 -0.20 -0.02 -0.01 0.08 0.10 0.21 -0.41 -0.09 0.03 0.63